# 1
Computed, not measured: an isolated ion of composition C4H6IN2 and charge +1 in a non-equilibrium geometry, with ωB97M-V/def2-TZVPD.

Its energy above the lowest of the compared OMol25 structures with the same formula, charge and spin is 5.340 eV. Its net charge is +1. The calculation puts the total energy at -562.773896 Ha. The HOMO energy (spin up / spin down) comes out at -13.57 / -13.10 eV. As for the gap between HOMO and LUMO (spin up / spin down): 0.2611 / 0.2472 Eh.

Each line ends with the Löwdin charge.
Element x y z (Å)
C  1.328  -1.207  0.178  -0.224
C  0.094  -0.605  0.357  -0.043
C  0.060  1.424  -0.974  -0.537
C  -1.831  0.874  0.407  0.024
N  2.403  -0.549  0.035  0.163
N  -0.454  0.483  -0.168  -0.219
I  0.923  1.115  -2.730  1.112
H  1.259  -2.315  0.282  0.148
H  -0.523  -1.150  1.005  0.124
H  -2.700  0.890  -0.411  0.152
H  -2.110  0.166  1.197  0.094
H  -1.712  1.957  0.758  0.124
H  3.263  -1.082  0.063  0.083

# 2
Computed, not measured: one molecule with the formula C8H11NOS in a non-equilibrium geometry, with ωB97M-V/def2-TZVPD.

Its energy above the lowest of the compared OMol25 structures with the same formula, charge and spin is 0.470 eV. The calculation puts the total energy at -839.597577 Ha. The HOMO energy comes out at -8.72 eV. As for the gap between HOMO and LUMO: 0.3429 Eh.

Each line ends with the Löwdin charge.
Element x y z (Å)
C  1.949  1.086  0.310  -0.313
C  0.984  0.383  1.325  -0.091
C  0.983  -1.091  0.931  -0.235
C  2.337  -1.229  0.283  -0.114
C  2.203  -0.026  -0.681  -0.252
C  0.907  -0.379  -1.420  -0.082
C  0.081  -1.137  -0.367  -0.282
C  -2.307  -0.270  -0.093  -0.732
H  1.801  2.713  -0.877  0.103
H  2.883  1.368  0.873  0.157
H  0.038  0.947  1.357  0.126
H  1.441  0.402  2.324  0.117
H  0.687  -1.779  1.746  0.156
H  2.467  -2.221  -0.174  0.129
H  3.059  -1.118  1.118  0.133
H  3.023  0.155  -1.405  0.151
H  0.284  0.474  -1.801  0.135
H  1.215  -0.984  -2.295  0.123
H  -0.024  -2.203  -0.618  0.155
N  -1.217  -0.657  -0.249  0.096
O  1.242  2.241  -0.230  -0.045
S  -3.819  0.306  0.100  0.568

# 3
Computed, not measured: a 2-piece molecular cluster, C9H11NO4S overall in a non-equilibrium geometry, with ωB97M-V/def2-TZVPD.

Its energy above the lowest of the compared OMol25 structures with the same formula, charge and spin is 1.929 eV. The calculation puts the total energy at -1103.396946 Ha. The HOMO energy comes out at -8.20 eV. As for the gap between HOMO and LUMO: 0.2671 Eh.

Each line ends with the Löwdin charge.
Element x y z (Å)
C  0.840  0.001  0.652  -0.416
C  1.360  -1.380  0.923  -0.344
C  1.222  3.553  1.555  -0.469
C  -0.605  0.329  0.911  -0.003
C  1.083  1.359  -2.126  0.062
C  0.539  -2.544  0.515  -0.722
C  -0.006  1.216  -1.380  -0.387
C  0.222  -3.556  1.556  -0.100
C  -1.251  2.034  -1.548  -0.030
N  -0.085  0.208  -0.416  -0.015
O  1.362  3.298  2.661  0.212
O  1.773  0.979  0.959  0.055
O  2.447  -1.502  1.454  0.123
O  1.058  3.852  0.463  0.213
S  0.155  -2.691  -1.055  0.853
H  -1.292  -0.450  1.220  0.113
H  -0.800  1.315  1.318  0.126
H  1.119  2.083  -2.917  0.060
H  1.961  0.761  -1.962  0.061
H  -0.590  -3.191  2.187  0.092
H  1.091  -3.709  2.196  0.090
H  -0.084  -4.492  1.098  0.074
H  -2.113  1.514  -1.134  0.080
H  -1.430  2.236  -2.600  0.082
H  -1.139  2.989  -1.033  0.075
H  2.575  0.510  1.252  0.115

# 4
Computed, not measured: C50H62As5CdN4O8PS2 as an isolated structure, with ωB97M-V/def2-TZVPD.

The calculation puts the total energy at -15247.732456 Ha. The HOMO energy comes out at -7.20 eV. As for the gap between HOMO and LUMO: 0.2366 Eh.

Each line ends with the Löwdin charge.
Element x y z (Å)
Cd  -1.157  -0.240  1.723  0.948
N  0.682  0.809  4.455  -0.119
P  1.369  -0.065  3.147  0.970
C  3.101  0.470  3.266  -0.362
C  3.620  1.238  2.229  -0.115
C  4.944  1.652  2.259  -0.062
C  5.748  1.315  3.338  -0.074
C  5.232  0.557  4.383  -0.083
C  3.916  0.125  4.343  -0.099
C  1.425  -1.773  3.757  -0.420
C  1.587  -2.757  2.784  -0.147
C  1.573  -4.097  3.138  -0.070
C  1.389  -4.461  4.464  -0.072
C  1.222  -3.485  5.436  -0.078
C  1.238  -2.145  5.084  -0.120
C  -0.443  1.592  4.383  -0.388
C  -0.782  2.410  5.476  -0.011
C  -1.899  3.201  5.401  -0.057
C  -2.674  3.182  4.241  -0.066
C  -2.276  2.348  3.227  -0.194
N  -1.193  1.561  3.282  0.000
H  1.213  0.919  5.308  0.103
H  2.996  1.495  1.386  0.044
H  5.348  2.220  1.432  0.112
H  6.781  1.632  3.361  0.107
H  5.864  0.283  5.217  0.105
H  3.534  -0.509  5.135  0.101
H  1.691  -2.478  1.738  0.068
H  1.682  -4.854  2.373  0.114
H  1.359  -5.507  4.739  0.105
H  1.060  -3.768  6.466  0.104
H  1.061  -1.396  5.845  0.096
H  -0.157  2.403  6.358  0.113
H  -2.172  3.831  6.236  0.113
H  -3.562  3.788  4.138  0.105
H  -2.840  2.279  2.307  0.020
C  -1.277  3.872  -2.036  -0.330
As  -1.968  2.779  -0.554  1.115
C  -3.352  4.093  -0.023  -0.321
C  -2.811  1.350  -1.656  -0.390
C  -4.327  1.115  -1.709  -0.670
C  -4.544  -0.264  -2.343  -0.096
C  -4.944  1.106  -0.299  -0.355
As  -4.073  -0.045  1.049  1.053
C  -4.891  -1.783  0.703  -0.287
C  -5.198  0.445  2.569  -0.308
C  -5.006  2.221  -2.550  -0.369
As  -5.287  1.905  -4.487  1.109
C  -5.874  3.744  -4.847  -0.355
C  -3.441  2.158  -5.113  -0.339
H  -0.654  3.271  -2.696  0.016
H  -0.674  4.690  -1.645  0.015
H  -2.109  4.285  -2.610  0.015
H  -4.267  4.038  -0.603  0.007
H  -2.908  5.077  -0.173  0.024
H  -3.592  3.994  1.033  -0.005
H  -2.331  0.437  -1.284  -0.002
H  -2.436  1.499  -2.671  0.054
H  -4.048  -1.040  -1.758  0.061
H  -4.122  -0.308  -3.349  0.059
H  -5.606  -0.509  -2.415  0.090
H  -6.000  0.820  -0.361  0.086
H  -4.916  2.110  0.132  0.044
H  -5.905  -1.641  0.328  0.037
H  -4.918  -2.322  1.651  0.027
H  -4.306  -2.365  -0.005  0.013
H  -6.239  0.203  2.352  0.032
H  -5.116  1.509  2.786  0.009
H  -4.860  -0.123  3.435  0.015
H  -4.440  3.152  -2.479  0.044
H  -6.008  2.425  -2.159  0.075
H  -6.858  3.908  -4.408  0.015
H  -5.951  3.894  -5.923  0.015
H  -5.171  4.468  -4.435  0.019
H  -2.849  1.258  -4.949  0.011
H  -2.966  3.001  -4.610  0.009
H  -3.465  2.354  -6.185  0.018
S  -2.019  -1.940  3.357  0.447
C  -2.179  -3.243  2.185  -0.723
C  -2.856  -4.382  2.640  -0.091
C  -3.096  -5.483  1.837  -0.195
C  -3.804  -6.608  2.374  -0.179
N  -4.363  -7.507  2.819  0.165
C  -2.646  -5.472  0.509  -0.197
C  -1.969  -4.358  0.044  -0.095
C  -1.715  -3.242  0.844  -0.705
S  -0.794  -1.971  0.030  0.445
C  -2.867  -6.583  -0.368  -0.182
N  -3.044  -7.458  -1.090  0.164
H  -3.208  -4.394  3.662  0.108
H  -1.621  -4.350  -0.980  0.107
C  2.521  4.043  -0.257  -0.021
O  2.976  2.711  -0.515  -0.096
C  3.066  2.320  -1.798  -0.569
O  2.707  2.972  -2.743  0.122
C  3.516  0.897  -1.867  -0.226
C  4.629  0.592  -2.532  -0.232
As  5.422  -1.210  -3.026  1.348
C  4.434  -1.350  -4.715  -0.290
C  4.161  -1.899  -1.678  -0.332
C  2.834  -1.786  -1.867  -0.293
As  2.193  -0.255  -0.841  1.325
C  0.695  0.402  -1.925  -0.317
C  2.141  -2.328  -3.066  -0.549
O  1.180  -1.860  -3.623  0.088
O  2.714  -3.489  -3.430  -0.062
C  2.107  -4.128  -4.558  -0.038
C  4.804  -1.685  -0.349  -0.612
O  5.854  -1.102  -0.205  0.055
O  4.193  -2.370  0.624  -0.060
C  4.907  -2.389  1.869  -0.017
C  5.490  1.708  -3.021  -0.522
O  5.688  2.746  -2.446  0.130
O  6.068  1.374  -4.187  -0.097
C  6.989  2.331  -4.722  -0.028
H  1.583  3.974  0.297  0.088
H  2.379  4.581  -1.190  0.089
H  3.279  4.533  0.352  0.095
H  5.007  -0.767  -5.434  0.022
H  3.424  -0.950  -4.666  0.034
H  4.419  -2.389  -5.039  0.022
H  0.966  0.483  -2.972  0.042
H  0.473  1.389  -1.513  -0.013
H  -0.169  -0.248  -1.816  -0.046
H  2.689  -5.028  -4.731  0.096
H  2.135  -3.472  -5.427  0.093
H  1.071  -4.377  -4.335  0.099
H  4.285  -2.957  2.553  0.084
H  5.061  -1.375  2.232  0.074
H  5.874  -2.872  1.730  0.104
H  7.592  1.792  -5.446  0.093
H  7.609  2.744  -3.929  0.094
H  6.438  3.135  -5.210  0.100